[1]
The following is a DFT calculation (ωB97M-V/def2-TZVPD) of an isolated molecule of C24H24N4O3S2 at a distorted geometry.

Each line ends with the Mulliken charge.
Element x y z (Å)
C -8.20351 -0.87168 -0.10180  -1.102
H -9.15707 -1.32213 0.15888  0.391
C -7.28068 -0.88584 1.10947  -0.281
H -7.07725 -1.91842 1.41367  0.302
H -7.71771 -0.33115 1.94296  0.330
O -6.04703 -0.23128 0.83423  -0.324
C -5.10313 -0.95818 0.20863  0.201
O -5.25832 -2.12248 -0.08962  -0.671
C -3.88400 -0.19904 -0.04698  0.690
C -2.73891 -0.75001 -0.63838  -0.065
N -1.81525 0.20922 -0.73419  0.157
C -2.29082 1.38876 -0.19580  -0.624
C -3.59921 1.15606 0.24096  1.387
C -4.50767 2.14729 0.86535  -1.339
H -5.45002 2.18704 0.32262  0.287
H -4.73568 1.84897 1.88755  0.274
H -4.04195 3.12773 0.87461  0.415
C -1.54651 2.61733 -0.17699  0.462
O -1.91752 3.63615 0.37966  -0.687
C -0.21535 2.64428 -0.93757  -0.937
H -0.14851 1.92908 -1.75232  0.431
H -0.06316 3.66079 -1.30322  0.530
S 1.20562 2.35018 0.17355  -0.163
C 1.55434 0.68894 -0.16710  0.462
N 0.89506 -0.11167 -0.97015  -0.318
N 1.49513 -1.30711 -0.94432  -0.869
C 2.52697 -1.23574 -0.13534  0.273
N 2.60346 0.02997 0.40024  0.436
C 3.55883 0.61915 1.29592  -2.342
C 4.70667 1.28747 0.57329  1.518
C 5.12375 0.86350 -0.68014  -0.006
C 6.18704 1.48657 -1.31044  -0.784
C 6.84508 2.53469 -0.69239  -0.413
C 6.43335 2.96139 0.55908  -0.619
C 5.36794 2.34313 1.18701  -0.601
H 5.04342 2.68113 2.16024  0.402
H 6.93970 3.78154 1.04549  0.383
H 7.67412 3.01981 -1.18516  0.398
H 6.49974 1.14948 -2.28741  0.392
H 4.61977 0.04753 -1.17809  0.343
H 3.02957 1.36084 1.90357  0.466
H 3.94209 -0.16049 1.96286  0.589
C 3.38938 -2.35227 0.10267  0.610
C 3.16216 -3.61924 -0.37159  -0.745
C 4.17601 -4.52700 -0.01965  -0.524
C 5.16696 -3.95022 0.71034  -0.394
S 4.88473 -2.28165 0.98750  -0.072
H 6.05323 -4.40016 1.11129  0.450
H 4.17086 -5.56522 -0.29770  0.409
H 2.29032 -3.86226 -0.94940  0.512
H -0.84629 0.03902 -1.03017  0.136
C -2.48249 -2.12542 -1.12038  -1.276
H -2.91716 -2.84776 -0.43430  0.378
H -1.41282 -2.29464 -1.22529  0.326
H -2.96190 -2.27619 -2.08744  0.236
H -8.37087 0.14986 -0.43534  0.282
H -7.75457 -1.43962 -0.91296  0.300

The largest force on an atom is 1.21 eV/A. The relative energy (zero: lowest compared OMol25 entry of this formula, charge and spin) is 0.0129 eV. The orbital gap comes out at 8.368 eV.

***

[2]
The following is a DFT calculation (ωB97M-V/def2-TZVPD) of a structure of composition C24H25BMnN8O2S3.

Each line ends with the Löwdin spin population.
Element x y z (Å)
Mn -0.61086 0.15022 0.31637  4.708
C -3.06598 -1.23099 3.87461  0.001
C -2.83618 -1.02995 2.50432  0.005
N -1.79620 -0.22849 2.32419  0.029
N -1.32818 0.09052 3.54624  0.002
C -2.07438 -0.49996 4.49640  0.003
B -0.06208 0.94278 3.72258  0.000
N 1.15090 0.18971 3.14861  0.002
C 2.27648 -0.19782 3.77327  0.002
C 3.09633 -0.80552 2.84500  0.001
C 2.36842 -0.74146 1.64696  0.004
N 1.20195 -0.14008 1.84508  0.024
N -0.21704 2.28372 2.98763  0.001
C -0.20128 3.52863 3.49792  0.001
C -0.39015 4.41861 2.46012  0.001
C -0.51982 3.59880 1.32466  0.002
N -0.40779 2.32091 1.65486  0.027
H -3.82762 -1.83766 4.33619  0.000
H -3.32670 -1.42461 1.62780  0.000
H -1.83344 -0.35643 5.53884  0.000
H 0.11830 1.14427 4.90154  0.000
H 2.40358 -0.00564 4.82791  0.000
H 4.06987 -1.23813 3.00707  0.000
H 2.62013 -1.10364 0.66228  0.000
H -0.06441 3.67925 4.55843  0.000
H -0.44007 5.49393 2.51337  0.000
H -0.72183 3.85455 0.29632  0.000
C -4.34422 -1.17608 -2.47082  0.002
C -3.17488 -0.44517 -1.83221  0.008
S -2.10592 -1.51479 -0.91332  0.046
C -3.00435 0.87714 -1.98447  0.008
C -3.96048 1.71721 -2.79736  0.003
S -1.68321 1.82089 -1.30207  0.049
H -4.37234 -2.20521 -2.11709  0.001
H -4.26379 -1.20779 -3.56589  0.000
H -5.31006 -0.71632 -2.22946  0.000
H -4.76177 1.13746 -3.26701  0.000
H -3.41655 2.24581 -3.58787  0.001
H -4.41755 2.49067 -2.16966  0.001
O 2.88826 -1.26771 -1.88825  0.004
C 2.17281 -0.26538 -1.69989  0.006
O 1.15242 -0.21923 -0.95557  0.043
C 2.58998 1.02016 -2.39559  0.001
C 3.81728 1.07080 -3.04939  0.000
C 4.22795 2.23352 -3.68611  0.000
C 3.40336 3.35293 -3.68216  0.000
C 2.17359 3.30016 -3.04056  0.000
C 1.76824 2.13918 -2.39358  0.000
H 4.43309 0.18101 -3.04268  0.000
H 5.18896 2.26700 -4.18863  0.000
H 3.71802 4.26254 -4.18257  0.000
H 1.51332 4.16039 -3.04539  0.000
H 0.79429 2.07641 -1.92293  0.001
S -0.23867 -3.52786 1.77837  0.006
C 0.35636 -4.12366 0.35295  0.000
N 0.73762 -3.26096 -0.66044  0.001
C 1.16546 -3.64528 -1.85785  0.000
C 1.26009 -4.97903 -2.13370  0.000
C 0.91109 -5.83988 -1.08052  0.000
N 0.49208 -5.46844 0.09484  0.000
H 0.67171 -2.25057 -0.47918  0.002
H 1.44033 -2.83716 -2.51789  0.000
H 1.60174 -5.34391 -3.08860  0.000
H 0.99384 -6.91435 -1.23599  0.000

The largest force on an atom is 0.61 eV/A. Its spin multiplicity is 6. Its total charge is -2. The relative energy (zero: lowest compared OMol25 entry of this formula, charge and spin) is 0.3913 eV. The orbital gap (alpha / beta) comes out at 5.110 / 5.192 eV.